P) 16
Properties=species:S:1:pos:R:3:mulliken_charge:R:1 method="wB97M-V/def2-TZVPD" e_lumo_ev=4.21 e_homo_ev=-3.893 homo_lumo_gap_ev=8.108 total_charge=-1 spin_multiplicity=1
C 0.99146 -0.42990 -1.91146 -0.703
N 0.52454 0.87569 -1.48885 -0.489
C -0.59141 0.74574 -0.53734 -0.629
O -0.30835 0.05338 0.57972 -0.885
H 0.14493 -1.11795 -1.93443 0.271
H 1.78769 -0.88747 -1.33025 0.210
H 1.37020 -0.40174 -2.95420 0.270
H 1.25581 1.32174 -0.93613 0.254
H -1.41872 0.32189 -1.14286 0.389
H -0.89285 1.77769 -0.32445 0.324
H -1.51764 0.11600 1.60469 0.440
H -2.75288 0.94543 2.17334 0.264
O -2.22596 0.16130 2.33165 -0.742
H 0.91947 -1.01193 1.24476 0.471
H 1.11422 -1.14339 2.72076 0.270
O 1.59949 -1.32648 1.90505 -0.715


Q) 16
Properties=species:S:1:pos:R:3:mulliken_charge:R:1 method="wB97M-V/def2-TZVPD" e_lumo_ev=4.08 e_homo_ev=-3.789 homo_lumo_gap_ev=7.873 total_charge=-1 spin_multiplicity=1
C 1.52581 2.11008 0.01127 -0.784
N 1.30294 0.69442 -0.23249 -0.444
C 0.22852 0.10728 0.63632 -0.212
O -0.84193 -0.41175 -0.10308 -0.991
H 2.54986 2.41726 -0.15772 0.271
H 1.17040 2.37767 1.00795 0.321
H 0.90568 2.80352 -0.59969 0.243
H 0.96625 0.51848 -1.16392 0.208
H -0.27378 0.78573 1.32542 0.121
H 0.75296 -0.78026 1.05914 0.280
H -2.22363 -1.91549 -1.79010 0.275
H -1.10249 -0.90920 -1.73574 0.436
O -1.70802 -1.34775 -2.38054 -0.729
H -0.99412 -1.82878 0.65256 0.462
H -1.10461 -2.04798 2.13727 0.284
O -1.15384 -2.57323 1.33333 -0.740


R) 16
Properties=species:S:1:pos:R:3:mulliken_charge:R:1 method="wB97M-V/def2-TZVPD" e_lumo_ev=4.26 e_homo_ev=-4.085 homo_lumo_gap_ev=8.350 total_charge=-1 spin_multiplicity=1
C 1.31920 0.72943 0.21665 -0.725
O 1.08492 -0.61580 -0.21541 -0.616
C 0.14332 1.65154 0.00065 -0.100
N -0.82559 1.47528 1.09177 -0.752
H 1.76009 0.85336 1.22365 0.305
H 2.18212 1.03109 -0.40349 0.343
H 0.47393 2.70112 -0.07389 0.294
H -0.26074 1.37013 -0.97859 0.196
H -0.80777 0.48008 1.37070 0.342
H -1.77910 1.46571 0.74433 0.248
H -0.01353 -1.03135 -1.69384 0.414
H -1.53423 -1.05660 -1.54738 0.298
O -0.83646 -1.07037 -2.20615 -0.704
H -1.19039 -2.20532 1.77010 0.120
H 0.53275 -1.01881 0.60956 0.345
O -0.60113 -1.70909 1.19363 -1.008


Most favorable structure: P). The second most favorable one is 0.477 eV above it.


P) 14
Properties=species:S:1:pos:R:3:mulliken_charge:R:1 method="wB97M-V/def2-TZVPD" smiles=N[C@H](C[O-])CS e_lumo_ev=3.21 e_homo_ev=-2.695 homo_lumo_gap_ev=5.908 total_charge=-1 spin_multiplicity=1
N 1.07953 0.88234 1.01576 -0.825
C 0.00378 0.42930 0.13284 0.412
C -1.14492 -0.23212 0.97506 -0.658
O -1.29445 0.29827 2.18777 -0.876
C 0.51560 -0.58819 -0.86989 -0.973
S 1.14754 0.14207 -2.46982 -0.302
H 0.81563 0.45841 1.91380 0.330
H 0.89020 1.85907 1.21728 0.289
H -0.40462 1.25444 -0.44300 0.315
H -0.92135 -1.33846 0.98582 0.182
H -2.04996 -0.19555 0.32117 0.256
H -0.27204 -1.26796 -1.20699 0.364
H 1.32824 -1.19431 -0.48398 0.390
H 0.30683 -0.50729 -3.27583 0.095


Q) 14
Properties=species:S:1:pos:R:3:mulliken_charge:R:1 method="wB97M-V/def2-TZVPD" smiles=[O-]CNCCS e_lumo_ev=3.26 e_homo_ev=-2.306 homo_lumo_gap_ev=5.570 total_charge=-1 spin_multiplicity=1
O 0.95598 1.66176 1.36888 -0.900
C 0.12152 0.59548 1.68756 -0.720
N -0.84172 0.17928 0.68854 -0.171
C -0.81083 -0.17859 -0.65541 -0.048
C 0.62994 -0.03156 -0.90050 -0.916
S 1.16181 -0.78105 -2.57537 -0.282
H 0.61637 -0.16547 2.10158 0.416
H -0.56967 0.98703 2.54697 0.224
H -1.84451 0.20389 1.20085 0.236
H -0.96374 -1.22573 -0.87877 0.178
H -1.43355 0.41959 -1.50162 0.170
H 0.99781 1.03645 -0.82469 0.390
H 1.10295 -0.67683 -0.14078 0.337
H 0.87764 -2.02424 -2.11724 0.084


Most favorable structure: P). The second most favorable one is 2.044 eV above it.


P) 16
Properties=species:S:1:pos:R:3:mulliken_charge:R:1 method="wB97M-V/def2-TZVPD" e_lumo_ev=3.11 e_homo_ev=-2.872 homo_lumo_gap_ev=5.978 total_charge=-1 spin_multiplicity=1
C 0.87000 -0.83376 0.68542 -1.039
C 0.61510 0.65165 0.66579 -0.235
S 1.97897 1.55139 1.59281 -0.298
H 1.16767 -1.13576 1.68972 0.436
H 1.58165 -1.11149 -0.08956 0.313
H -0.07798 -1.34619 0.48512 0.107
H 0.59224 1.07313 -0.32668 0.330
H -0.27001 0.93940 1.22344 0.286
H 2.97062 0.73578 1.21773 0.083
N -1.28538 -1.28598 -2.51652 -0.804
C -2.08351 -1.31339 -1.21036 -0.564
O -2.10562 -0.15912 -0.56678 -0.804
H -1.65767 -0.42000 -2.93144 0.270
H -0.40324 -0.90783 -2.16263 0.322
H -3.08954 -1.69702 -1.51699 0.333
H -1.60034 -2.16848 -0.67693 0.264


Q) 16
Properties=species:S:1:pos:R:3:mulliken_charge:R:1 method="wB97M-V/def2-TZVPD" e_lumo_ev=3.44 e_homo_ev=-2.512 homo_lumo_gap_ev=5.954 total_charge=-1 spin_multiplicity=1
C -0.32854 1.60231 0.99336 -0.632
S -0.93067 1.49217 -0.79666 -0.187
C -1.75814 -0.03713 -0.70762 -0.602
H -0.71235 0.70315 1.45431 0.204
H 0.78611 1.36029 0.92319 0.159
H -0.65787 2.58725 1.38680 0.307
H -1.88735 -0.13314 0.39821 0.175
H -1.21603 -0.88649 -1.09700 0.237
H -2.85801 -0.07471 -1.10473 0.282
N 2.13229 -1.26201 -0.60521 -0.627
C 1.55049 -1.65241 0.78255 -0.656
O 0.25276 -1.48054 1.03837 -0.799
H 1.64197 -0.38324 -0.92687 0.268
H 2.06727 -2.05482 -1.23738 0.217
H 2.09527 -1.10990 1.53326 0.281
H 1.90084 -2.68135 0.93660 0.372


Most favorable structure: P). The second most favorable one is 0.900 eV above it.


P) 16
Properties=species:S:1:pos:R:3:mulliken_charge:R:1 method="wB97M-V/def2-TZVPD" e_lumo_ev=4.06 e_homo_ev=-2.930 homo_lumo_gap_ev=6.992 total_charge=-1 spin_multiplicity=1
C 1.25685 -0.69789 1.03272 -0.587
C 1.17627 -0.07675 -0.45536 -0.923
S -0.21225 -0.64599 -1.48631 -0.657
C -0.19253 -0.81659 1.63650 -0.153
N -0.45286 -0.19376 2.94411 -0.733
H 1.65614 -1.70549 0.88265 0.183
H 1.91435 -0.20038 1.72953 0.412
H 1.20870 1.01659 -0.42307 0.303
H 2.20948 -0.15589 -0.85559 0.351
H -0.71021 -0.12713 0.94408 0.114
H -0.75720 -1.74229 1.54468 0.338
H -0.86982 0.73033 2.89057 0.256
H 0.44547 0.11764 3.33228 0.224
H -0.84128 1.54481 -1.65493 0.210
H -1.21896 2.04816 -2.85646 0.324
O -1.19242 2.42840 -1.96029 -0.663


Q) 16
Properties=species:S:1:pos:R:3:mulliken_charge:R:1 method="wB97M-V/def2-TZVPD" e_lumo_ev=4.00 e_homo_ev=-2.759 homo_lumo_gap_ev=6.755 total_charge=-1 spin_multiplicity=1
C -1.46146 0.57215 1.65228 -1.221
C -0.64367 -0.62823 0.82728 0.142
C 0.01957 0.21976 -0.36927 -1.167
S 1.53511 1.15935 -0.26470 -0.551
N 0.43566 -1.44642 1.43003 -0.602
H -2.05624 0.11955 2.51298 0.263
H -2.00231 1.48268 1.20777 0.321
H -0.68741 1.06811 1.97503 0.416
H -1.45645 -1.32917 0.58196 0.205
H 0.22905 -0.72013 -0.92933 0.358
H -0.72272 0.65332 -1.09883 0.392
H 1.18542 -1.19420 0.85589 0.290
H 0.64203 -1.21952 2.40703 0.216
H 2.31060 0.74195 -3.63982 0.327
H 1.16193 0.23376 -3.13524 0.307
O 1.51088 0.28703 -4.01306 -0.696


Most favorable structure: P). The second most favorable one is 1.107 eV above it.


P) 16
Properties=species:S:1:pos:R:3:mulliken_charge:R:1 method="wB97M-V/def2-TZVPD" e_lumo_ev=3.36 e_homo_ev=-2.643 homo_lumo_gap_ev=6.007 total_charge=-1 spin_multiplicity=1
C 0.87542 -2.32081 1.09609 -0.778
S -0.71098 -2.75761 0.25845 -0.151
C -1.62122 -1.24447 0.81338 -0.365
H 0.82603 -1.79239 2.04859 0.259
H 1.33339 -3.30430 1.22187 0.294
H 1.53124 -1.86343 0.32637 0.233
H -1.16296 -0.43555 0.20050 0.079
H -1.41322 -1.10890 1.87919 0.164
H -2.70936 -1.42388 0.66852 0.284
N 0.56191 3.24087 -1.35898 -0.757
C 0.30132 1.75728 -1.36530 -0.281
O -0.27609 1.19355 -0.31494 -0.794
H 1.49463 3.49270 -1.04376 0.221
H -0.03027 3.63379 -0.62620 0.262
H 1.33327 1.30542 -1.53737 0.148
H -0.33311 1.62774 -2.26641 0.181


Q) 16
Properties=species:S:1:pos:R:3:mulliken_charge:R:1 method="wB97M-V/def2-TZVPD" e_lumo_ev=3.40 e_homo_ev=-2.760 homo_lumo_gap_ev=6.163 total_charge=-1 spin_multiplicity=1
C 2.45765 0.86043 0.19834 -1.082
C 1.22153 0.51025 1.00293 0.457
S 0.31980 2.05519 1.45576 -0.309
H 3.15308 1.38929 0.86683 0.356
H 2.23978 1.47121 -0.66129 0.284
H 3.04615 -0.01513 -0.07765 0.301
H 0.48635 0.05225 0.34315 -0.398
H 1.50329 -0.05496 1.88810 0.309
H -0.78060 1.93525 0.70226 0.113
N -2.67258 -1.78358 -0.92418 -0.690
C -1.56644 -0.81791 -0.54874 -0.105
O -0.45683 -0.97947 -1.23426 -0.883
H -3.32546 -1.34873 -1.55565 0.249
H -2.10748 -2.52699 -1.32120 0.275
H -2.03042 0.18986 -0.69644 0.027
H -1.48784 -0.93695 0.56203 0.095


Most favorable structure: Q). The second most favorable one is 0.249 eV above it.


P) 24
Properties=species:S:1:pos:R:3:mulliken_charge:R:1 method="wB97M-V/def2-TZVPD" e_lumo_ev=-3.36 e_homo_ev=-11.687 homo_lumo_gap_ev=8.324 total_charge=+1 spin_multiplicity=1
C 1.08290 0.99384 -2.49246 -0.846
N 1.54061 0.16367 -1.33177 -0.589
N 1.15182 0.43540 -0.09902 0.025
C 1.89056 0.58778 0.91652 0.532
Br 3.81152 0.49937 0.69315 -0.193
C 1.38767 0.78301 2.25175 -0.336
C 0.14690 0.50432 2.68360 -0.501
C -0.97917 -0.13691 1.99274 -0.333
C -1.29067 0.13924 0.72146 -0.343
N -2.21705 -0.67424 -0.09291 -0.126
C -1.48148 -1.68221 -0.96852 -0.642
H 0.78220 1.96354 -2.29501 0.335
H 1.85303 1.11428 -3.33564 0.322
H 0.16856 0.52028 -2.97316 0.212
H 2.49031 -0.20404 -1.59759 0.294
H 2.02924 1.21646 3.12586 0.299
H -0.25164 0.87215 3.66743 0.329
H -1.56161 -0.92487 2.45246 0.311
H -0.67028 0.88810 0.15480 0.490
H -2.87121 0.01025 -0.56946 0.426
H -2.93918 -1.19229 0.46239 0.438
H -2.31761 -2.19812 -1.46256 0.392
H -0.73852 -1.28408 -1.64511 0.203
H -1.01689 -2.39492 -0.25895 0.300


Q) 24
Properties=species:S:1:pos:R:3:mulliken_charge:R:1 method="wB97M-V/def2-TZVPD" e_lumo_ev=-4.67 e_homo_ev=-11.423 homo_lumo_gap_ev=6.751 total_charge=+1 spin_multiplicity=1
C 3.09923 -2.30891 0.67905 -0.121
C 1.78617 -2.24955 0.22576 -0.518
C 3.95909 -1.24196 0.59275 -0.448
C 1.25240 -0.99370 -0.18908 0.697
C 3.50222 -0.03398 0.20761 -0.173
C -4.87125 -0.29432 0.25487 -0.770
C 2.40937 2.56426 -0.72935 -0.873
N 1.96781 0.16871 -0.10286 0.437
N -3.90878 -0.56587 -0.83979 -0.434
N 1.44698 1.41810 -0.38653 -0.665
Br -0.46937 -0.96124 -0.95639 -0.109
H 3.46808 -3.24801 1.25894 0.327
H 1.21046 -3.19540 0.12899 0.370
H 5.06256 -1.11163 0.97366 0.294
H 4.04787 0.86850 -0.04080 0.429
H -4.62503 0.64167 0.72613 0.300
H -5.91911 -0.20275 -0.04815 0.268
H -4.58417 -1.04418 1.00493 0.268
H 2.86530 2.80444 0.26256 0.356
H 3.17294 2.23365 -1.38955 0.364
H 1.84375 3.35570 -1.20685 0.324
H -3.59690 0.17219 -1.44849 0.203
H -4.15267 -1.41947 -1.28732 0.193
H 0.84834 1.26569 -1.19485 0.282


Most favorable structure: Q). The second most favorable one is 0.726 eV above it.